DFT (the ωB97M-V functional and the def2-TZVPD basis) results for C7H28N15O10V as an isolated structure.

Atoms and positions in Å:
V: -0.1901 -0.1771 -0.5702
N: 2.4761 0.8849 -2.6729
O: 3.5334 0.2838 -2.7660
O: 1.4250 0.3103 -2.2810
O: 2.2866 2.0977 -2.9810
C: -2.5111 1.3666 1.7453
O: -1.6450 0.8967 1.0008
N: -2.3805 1.6393 2.9683
N: -3.7105 1.3921 1.3054
H: -3.1670 1.8836 3.5530
H: -1.4440 1.4345 3.2860
H: -3.8821 0.8191 0.4915
H: -4.3981 1.6660 1.9925
C: -1.0999 2.8654 -1.9398
O: -0.8883 1.7889 -1.4361
N: -0.4586 3.2563 -3.0090
N: -2.1564 3.5905 -1.7852
H: -0.9136 3.9065 -3.6338
H: 0.2538 2.5821 -3.2497
H: -2.2015 4.4649 -2.2887
H: -2.8051 3.1368 -1.1579
C: -1.4176 -1.2070 -3.4772
O: -1.2535 -0.8918 -2.3168
N: -1.9940 -2.3239 -3.9387
N: -0.7546 -0.6844 -4.4495
H: -2.5245 -2.8005 -3.2235
H: -2.2787 -2.1822 -4.8973
H: -0.0606 -0.0398 -4.0988
H: -0.6686 -1.2219 -5.3003
C: -1.9798 -2.6928 1.0670
O: -1.5579 -1.8746 0.2363
N: -1.4853 -2.9406 2.2026
N: -3.0046 -3.4660 0.9556
H: -0.8346 -2.3102 2.6489
H: -1.7779 -3.7432 2.7414
H: -3.4648 -3.6911 0.0852
H: -3.3774 -3.7141 1.8608
C: 2.2436 -2.3868 -0.0727
O: 1.2385 -1.9888 -0.5575
N: 3.4202 -1.9316 -0.1828
N: 2.2664 -3.5314 0.4839
H: 3.7210 -1.1423 -0.7365
H: 4.0606 -2.6698 0.0724
H: 3.0658 -4.1270 0.3215
H: 1.3368 -3.8801 0.6688
C: 1.7180 2.4249 0.6821
O: 1.1169 1.4528 0.3116
N: 2.1785 2.6278 1.9114
N: 2.1321 3.2699 -0.1478
H: 2.5352 3.5208 2.2205
H: 2.0061 2.0065 2.6888
H: 2.2153 2.8725 -1.0726
H: 2.7532 4.0253 0.1047
C: 1.3603 -0.6901 2.9434
O: 0.4795 -0.8442 2.0581
N: 2.6162 -0.3345 2.6718
N: 1.2670 -0.7465 4.2809
H: 2.9248 -0.2531 1.7136
H: 3.1616 -0.0720 3.4803
H: 0.4120 -1.1711 4.6106
H: 2.0812 -0.7358 4.8785

Atoms 1-6, force components in eV/Å:
0.530 -0.069 -0.604
-2.077 0.808 -0.003
0.320 0.358 0.177
0.102 -1.248 -0.024
1.507 -0.186 -0.067
2.410 -3.235 -4.601

Summary:
- total charge = +1
- energy relative to the best compared isomer or geometry (same formula, charge and spin) (kcal/mol) = 122.6
- HOMO level (alpha / beta) (eV) = -8.93 / -10.52
- multiplicity = 4
- frontier orbital gap (alpha / beta) (Ha) = 0.254 / 0.313

Löwdin population analysis, charges in e, atoms 1 to 8: 0.9975 -0.5539 0.0304 -0.1183 -0.0598 -0.7765 -0.0227 0.2088